Record 1
This record from OMol25 describes a structure of composition C15H14I2N2OPdS. The level of theory is wB97M-V/def2-TZVPD.

HOMO-LUMO gap (spin up / spin down): 0.146 / 0.146 hartree
E: -1886.16728 Ha
energy relative to the best compared isomer or geometry (same formula, charge and spin): 19.1 kcal per mole

ORCA input file:
```
! wB97M-V def2-TZVPD RIJCOSX def2/J DEFGRID3
* xyz -2 1
Pd -1.03583 -1.31955 -1.11446
I -1.24220 4.54217 -0.25895
C -1.08620 2.94911 1.08577
C -0.82444 3.21273 2.41886
C -0.70592 2.18979 3.32740
I -0.30435 2.69155 5.32992
C -0.84554 0.83995 2.91480
C -0.74093 -0.26709 3.78248
C -0.91541 -1.53698 3.29689
C -1.18682 -1.71606 1.93969
N -1.27151 -0.70316 1.09640
C -1.11325 0.56629 1.54585
C -1.24412 1.64550 0.54307
O -1.46615 1.41434 -0.65723
H -0.71824 4.23985 2.74355
H -0.52736 -0.10068 4.83048
H -0.85134 -2.39941 3.94802
H -1.34798 -2.70057 1.51395
C 2.88784 -1.13418 -2.66638
C 1.59208 -0.47077 -2.18157
C 1.94374 0.85483 -1.48864
C 0.65318 -0.18393 -3.36857
C 0.89386 -1.42105 -1.20732
H 3.42310 -0.47619 -3.36196
H 2.66609 -2.07233 -3.17943
H 3.55241 -1.35481 -1.82624
H 2.45826 1.53816 -2.17514
H 2.59383 0.67638 -0.62703
H 1.03771 1.34445 -1.14232
H 0.88230 0.76369 -3.86526
H -0.36927 -0.16049 -2.96176
H 0.68924 -0.99669 -4.09855
H 1.58990 -1.53327 -0.34998
S -3.10819 -4.11121 -0.28959
C -2.95204 -2.83799 -1.35079
N -3.00646 -1.97238 -2.14596
*
```

Results of the Löwdin charge analysis, in e, for atoms 1 through 6: atom 1 (Pd): 0.566, atom 2 (I): 0.781, atom 3 (C): -0.668, atom 4 (C): -0.285, atom 5 (C): -0.696, atom 6 (I): 0.768

***

Record 2
This record from OMol25 describes a cluster of 8 separate species, C35H50NO17 in total at a distorted geometry. The level of theory is wB97M-V/def2-TZVPD.

HOMO-LUMO gap: 0.213 hartree
E: -2696.70484 Ha
energy relative to the best compared isomer or geometry (same formula, charge and spin): 19.6 kcal per mole

ORCA input file:
```
! wB97M-V def2-TZVPD RIJCOSX def2/J DEFGRID3
* xyz 1 1
C -0.24541 -2.23529 -1.04421
N -0.49941 -0.89529 -0.50021
C 0.74259 -0.63129 0.33979
C -0.70441 0.05371 -1.59621
C -1.73041 -0.94329 0.43679
C -2.07341 0.45571 1.12279
O -3.12541 0.09871 1.95679
H 0.55559 -2.39329 -1.52121
H -1.28641 -2.63029 -1.37421
H -0.11741 -2.97729 -0.09521
H 1.59659 -0.91429 -0.12221
H 0.81859 -1.16629 1.25979
H 0.89459 0.45771 0.60579
H 0.10059 0.16271 -2.39221
H -0.94541 1.11171 -1.07921
H -1.59441 -0.26429 -2.08921
H -1.41141 -1.41129 1.35679
H -2.60441 -1.51229 -0.08821
H -2.48241 1.12571 0.39979
H -1.16141 0.83771 1.54479
H -3.95041 -0.06829 1.55579
C -4.11841 0.04271 6.65179
C -3.53741 -0.56729 5.41879
C -3.93241 -1.84929 4.84779
O -3.53041 -2.28329 3.79779
C -4.81541 -2.61529 5.65679
C -5.50441 -2.03629 6.89879
C -5.15641 -0.64729 7.40179
O -5.79141 -0.10129 8.28179
O -6.31941 -2.74229 7.67979
O -2.62841 0.12771 4.60579
H -3.85841 1.04771 7.11479
H -5.01441 -3.57329 5.22479
H -6.57041 -3.67029 7.52479
H -2.67841 -0.08029 3.72079
C 4.76059 -1.00229 -2.08921
C 6.16659 -0.33629 -2.02921
C 6.39959 1.02271 -2.31221
O 7.44459 1.60271 -2.13421
C 5.21859 1.86271 -2.65821
C 3.81459 1.29971 -2.60621
C 3.59459 -0.12729 -2.39421
O 2.54759 -0.73029 -2.58721
O 2.73459 2.07471 -2.80421
O 7.26659 -0.87929 -1.43021
H 4.71659 -2.01229 -1.91421
H 5.28359 2.84471 -2.88521
H 2.91659 2.92871 -2.48921
H 7.95459 -0.21229 -1.46921
C -1.96241 1.38871 -4.91121
C -0.43441 1.52171 -5.08621
C 0.12059 2.72671 -5.53921
O 1.38259 2.97871 -5.64121
C -0.85641 3.86171 -5.81621
C -2.34841 3.64171 -5.68621
C -2.94541 2.40771 -5.14521
O -4.14541 2.31471 -4.93521
O -3.19441 4.74871 -6.01221
O 0.45359 0.42071 -4.74321
H -2.28441 0.45471 -4.45221
H -0.40641 4.64771 -6.30221
H -2.66641 5.57871 -6.29921
H 1.31459 0.84071 -5.09421
C 0.17659 4.31671 -1.64521
C 0.34059 3.80971 -0.18621
O -0.60141 3.21171 0.31379
C 1.73759 4.11171 0.46779
H -0.86841 4.00771 -1.99721
H 0.85559 3.62371 -2.26021
H 0.53459 5.45871 -1.65221
H 2.53659 3.86471 -0.12621
H 1.71259 3.61171 1.59079
H 1.85459 5.18671 0.66179
C -1.65141 -4.16629 -4.46321
C -3.01341 -4.30929 -3.80921
O -3.47741 -3.40229 -3.01621
C -3.94441 -5.39529 -4.24621
H -1.20141 -3.23129 -4.45221
H -1.64241 -4.44629 -5.51021
H -1.16741 -4.77529 -3.80521
H -4.11341 -5.45329 -5.36321
H -4.86841 -5.40029 -3.84621
H -3.62741 -6.44729 -3.91121
C 4.79659 2.60971 1.30679
C 4.09959 1.29471 1.46179
O 3.50559 0.76971 0.52879
C 4.21759 0.42671 2.75679
H 4.22559 3.25671 1.94279
H 4.84959 2.70571 0.18079
H 5.65659 2.88271 1.86479
H 4.04959 1.04671 3.61279
H 5.19459 -0.17729 2.85479
H 3.38359 -0.16129 2.78479
C -0.41441 -2.11129 5.96879
C 0.36859 -2.03529 4.64979
O -0.25841 -1.73829 3.62779
C 1.85059 -2.25329 4.63779
H -1.48741 -2.55529 5.57879
H -0.48841 -1.38629 6.65579
H -0.01641 -3.09829 6.50979
H 2.07059 -2.72629 5.56379
H 2.31659 -1.44429 4.83779
H 2.34059 -2.66329 3.89579
*
```

Results of the Löwdin charge analysis, in e, for atoms 1 through 6: atom 1 (C): 0.002, atom 2 (N): -0.334, atom 3 (C): 0.005, atom 4 (C): 0.002, atom 5 (C): -0.047, atom 6 (C): -0.193

***

Record 3
This record from OMol25 describes the ion C3H9N3O3P with charge -1 at a distorted geometry. The level of theory is wB97M-V/def2-TZVPD.

SMILES: [H]/N=C(/N[P@@](=O)([O-])O)N(C)C
HOMO-LUMO gap: 0.310 hartree
E: -851.15230 Ha
energy relative to the best compared isomer or geometry (same formula, charge and spin): 60.6 kcal per mole

ORCA input file:
```
! wB97M-V def2-TZVPD RIJCOSX def2/J DEFGRID3
* xyz -1 1
H 1.36600 -2.43344 0.29490
N 0.62752 -2.19160 -0.33299
C 0.29324 -0.97685 -0.50789
N -1.30002 -0.75763 -1.17989
P -2.07839 0.09861 0.12240
O -1.15015 0.12980 1.32758
O -2.70319 1.26836 -0.54459
O -3.31290 -0.96550 0.55665
N 1.03276 0.12709 -0.37987
C 0.54859 1.56162 -0.38727
C 2.20194 0.09046 0.48613
H -1.30861 -0.39956 -2.14975
H -2.85491 -1.35312 1.30929
H 0.67839 1.82417 0.72840
H 1.06357 2.08264 -1.20674
H -0.51438 1.45308 -0.49915
H 2.91978 -0.80726 0.49616
H 2.75022 1.05528 0.41694
H 1.74052 0.19383 1.44968
*
```

Results of the Löwdin charge analysis, in e, for atoms 1 through 6: atom 1 (H): 0.001, atom 2 (N): 0.087, atom 3 (C): -0.442, atom 4 (N): -0.041, atom 5 (P): 0.195, atom 6 (O): -0.366

***

Record 4
This record from OMol25 describes a cluster of 2 separate species, C9H14 in total at a distorted geometry. The level of theory is wB97M-V/def2-TZVPD.

SMILES: Cc1ccccc1.CC
HOMO-LUMO gap: 0.366 hartree
E: -351.31112 Ha
energy relative to the best compared isomer or geometry (same formula, charge and spin): 12.0 kcal per mole

ORCA input file:
```
! wB97M-V def2-TZVPD RIJCOSX def2/J DEFGRID3
* xyz 0 1
C -1.30220 1.54158 -1.40608
C -1.25597 0.06405 -1.15196
C -2.24844 -0.61580 -0.45750
C -2.08888 -1.93723 -0.07173
C -0.94004 -2.62079 -0.41992
C 0.08977 -1.94571 -1.08753
C -0.09438 -0.63600 -1.49912
H -0.76626 2.13404 -0.66307
H -2.32296 1.92766 -1.37074
H -0.89924 1.79768 -2.39117
H -3.20738 -0.13286 -0.31419
H -2.83890 -2.50292 0.46138
H -0.78718 -3.69025 -0.40045
H 1.07340 -2.39621 -1.11497
H 0.61494 -0.12199 -2.14107
C 1.70339 1.35010 2.37893
C 2.51370 0.88665 1.15777
H 0.64713 1.19306 2.20179
H 2.14716 0.94610 3.28984
H 1.85137 2.43138 2.49414
H 3.58564 1.00958 1.31735
H 2.27840 1.46842 0.25781
H 2.24694 -0.15053 0.93049
*
```

Results of the Löwdin charge analysis, in e, for atoms 1 through 6: atom 1 (C): -0.058, atom 2 (C): -0.284, atom 3 (C): -0.057, atom 4 (C): -0.092, atom 5 (C): -0.100, atom 6 (C): -0.093